C58H75N9O4 | ωB97M-V/def2-TZVPD

```
146
Properties=species:S:1:pos:R:3:forces:R:3:lowdin_charge:R:1
C 2.484 -5.540 -5.949 0.4 0.9 0.1 -0.004
C 1.409 -4.985 -4.966 -0.5 -1.0 -0.2 -0.422
C 1.558 -5.533 -3.534 0.2 0.0 0.8 -0.125
C 2.834 -5.038 -2.780 -0.8 -1.4 -2.5 -0.167
C 2.740 -3.558 -2.706 0.4 -0.3 0.4 -0.176
C 2.562 -2.790 -4.039 0.3 0.5 0.7 -0.449
N 1.459 -3.441 -4.824 -1.2 2.2 -6.3 0.074
O 0.953 -2.665 -5.962 2.5 -3.9 6.0 0.028
C 3.904 -2.631 -4.817 -0.3 -1.2 -0.3 0.009
C 2.146 -1.399 -3.592 -1.2 0.8 0.4 -0.057
C 0.093 -5.564 -5.613 -0.2 2.4 -0.1 -0.022
H 2.254 -5.187 -6.954 0.1 0.1 0.1 0.099
H 2.417 -6.627 -5.985 -0.1 0.0 0.3 0.108
H 3.502 -5.250 -5.689 0.0 -0.1 -0.1 0.066
H 1.532 -6.623 -3.527 0.0 0.0 -0.4 0.131
H 0.651 -5.228 -3.013 -0.1 0.1 0.3 0.119
H 3.634 -5.329 -3.460 0.5 0.0 0.1 0.108
H 3.050 -5.568 -1.852 -0.4 0.3 0.1 0.122
H 3.679 -3.264 -2.236 -0.1 0.8 0.1 0.116
H 1.880 -3.378 -2.062 0.0 0.6 0.2 0.115
H 4.548 -1.915 -4.307 -0.2 0.1 -0.1 0.093
H 3.756 -2.373 -5.866 -0.2 0.4 0.2 0.101
H 4.441 -3.579 -4.854 0.1 0.0 0.2 0.074
H 1.982 -0.651 -4.367 0.1 -0.3 -0.2 0.103
H 2.754 -0.940 -2.812 1.0 -0.3 -0.4 0.081
H 1.237 -1.464 -2.995 -0.5 -0.7 -0.5 0.064
H -0.798 -5.049 -5.252 -0.1 -0.5 0.9 0.085
H 0.027 -6.652 -5.580 0.2 0.3 0.3 0.105
H 0.009 -5.205 -6.639 0.6 -0.4 -0.3 0.083
O 0.230 0.711 -2.796 0.0 0.9 0.4 0.078
C -0.385 0.905 -1.604 -2.3 0.1 1.0 -0.827
O -0.359 -0.043 -0.803 1.2 -1.2 0.7 -0.037
O -1.069 1.925 -1.375 0.2 1.8 -0.9 -0.067
H 0.562 -0.163 -2.579 0.4 -0.4 -0.8 0.031
C -2.085 -5.898 7.349 -0.3 0.9 -0.6 0.049
N -1.895 -4.547 6.715 1.7 -0.9 0.7 -0.102
C -0.647 -3.984 6.811 -0.6 2.0 -0.9 0.006
C -0.347 -2.807 6.100 -0.1 -2.4 1.5 0.011
C -1.288 -2.329 5.194 0.9 2.2 -1.7 -0.165
C -2.534 -2.943 5.123 -0.8 -0.7 0.1 0.019
C -2.827 -4.058 5.878 0.5 0.4 -0.7 0.004
C -0.971 -1.216 4.250 -0.7 -1.7 1.2 -0.155
C -1.589 -1.112 2.973 -0.4 1.2 -1.1 0.034
C -1.438 0.031 2.179 -2.0 -4.9 0.8 -0.062
N -0.677 0.968 2.606 2.0 3.6 1.4 -0.139
C 0.017 0.943 3.796 -0.4 -2.0 0.6 -0.026
C -0.097 -0.179 4.611 0.6 2.2 -1.0 -0.007
C -0.573 2.117 1.774 0.2 1.0 -0.5 -0.034
H -3.110 -5.937 7.720 0.2 -0.2 0.2 0.111
H -1.350 -6.003 8.147 -0.3 -0.2 -0.1 0.103
H -1.951 -6.612 6.537 0.1 -0.3 0.4 0.112
H 0.097 -4.420 7.461 -0.3 -0.3 0.1 0.130
H 0.643 -2.411 6.271 0.0 0.3 -0.3 0.100
H -3.259 -2.501 4.456 -0.2 -0.3 0.0 0.122
H -3.698 -4.687 5.764 -0.3 0.4 0.1 0.152
H -2.229 -1.847 2.508 0.0 -0.4 0.5 0.118
H -1.939 0.120 1.226 0.3 0.1 -0.1 0.134
H 0.596 1.812 4.070 0.0 0.0 -0.1 0.133
H 0.483 -0.064 5.515 -0.3 -0.6 0.4 0.124
H -1.543 2.301 1.312 0.2 -0.1 -0.4 0.095
H 0.186 1.894 1.024 -0.2 0.5 -0.3 0.094
H -0.340 3.008 2.357 0.3 -0.2 0.1 0.079
C 6.588 -4.922 8.287 -0.2 -1.5 1.4 0.034
N 5.933 -4.426 7.128 -1.1 0.3 -1.0 -0.112
C 6.681 -4.029 6.119 0.7 1.6 -1.8 0.018
C 6.162 -3.458 4.955 -1.6 -0.8 0.4 0.078
C 4.749 -3.385 4.826 0.9 0.5 1.3 -0.112
C 3.982 -3.805 5.957 0.5 -0.8 -0.3 0.047
C 4.576 -4.435 7.050 0.2 1.3 -1.4 0.039
C 4.166 -2.715 3.647 -0.2 -0.7 -0.3 -0.161
C 4.541 -3.031 2.346 0.5 0.0 -2.2 0.050
C 3.951 -2.429 1.233 0.7 -0.4 1.6 0.010
N 3.096 -1.423 1.414 -0.6 0.5 -0.4 -0.096
C 2.740 -1.011 2.651 0.3 -1.1 1.0 0.026
C 3.192 -1.738 3.763 -0.2 1.4 -0.2 0.038
C 2.482 -0.862 0.203 -0.8 0.4 0.5 0.018
H 6.620 -5.997 8.108 0.3 -0.2 0.7 0.133
H 5.908 -4.688 9.105 0.6 -0.2 0.4 0.120
H 7.606 -4.559 8.432 -0.3 0.3 -0.1 0.127
H 7.749 -4.035 6.281 0.1 -0.2 0.0 0.160
H 6.775 -3.045 4.167 0.3 -0.2 0.2 0.137
H 2.903 -3.772 5.954 -0.1 0.0 -0.2 0.108
H 3.997 -4.892 7.840 0.2 0.1 0.2 0.154
H 5.336 -3.697 2.041 0.0 -0.5 0.6 0.138
H 4.138 -2.681 0.200 0.3 -0.2 0.1 0.138
H 2.075 -0.162 2.710 0.0 -0.1 0.1 0.111
H 2.982 -1.437 4.779 -0.6 0.4 -0.1 0.124
H 1.832 -0.036 0.493 0.3 0.2 -0.1 0.077
H 1.766 -1.581 -0.197 0.3 -0.2 -0.2 0.101
H 3.246 -0.568 -0.517 -0.1 0.0 0.1 0.108
C -12.560 2.682 -1.339 0.8 -0.4 0.4 0.074
N -11.065 2.693 -1.393 2.0 -0.1 -0.2 -0.066
C -10.241 2.181 -0.428 0.0 0.9 -0.7 0.052
C -8.846 2.275 -0.531 -0.3 0.4 0.1 0.060
C -8.225 2.983 -1.579 -1.4 -0.2 0.6 -0.116
C -9.089 3.406 -2.582 -0.9 0.0 -0.3 0.044
C -10.472 3.235 -2.494 0.4 -0.7 0.5 0.048
C -6.793 3.373 -1.642 -0.6 -1.0 -0.9 -0.125
C -5.782 2.548 -1.179 1.3 0.9 1.6 0.071
C -4.464 3.027 -1.171 -0.4 -0.1 -1.5 0.044
N -4.142 4.133 -1.883 -0.8 -0.2 -0.4 -0.066
C -5.116 4.880 -2.507 0.2 -1.1 1.8 0.071
C -6.464 4.511 -2.355 2.1 1.3 -0.8 0.059
C -2.707 4.494 -2.051 -0.2 1.4 0.6 0.016
H -12.880 1.978 -0.571 0.0 0.0 -0.1 0.114
H -12.845 2.326 -2.329 -0.6 0.4 0.2 0.119
H -12.862 3.690 -1.053 -0.3 -0.1 -0.4 0.126
H -10.725 1.805 0.461 0.0 -0.3 -0.1 0.154
H -8.278 1.862 0.289 0.0 0.0 0.1 0.129
H -8.709 3.852 -3.489 -0.1 0.0 -0.1 0.133
H -11.120 3.429 -3.336 -0.1 0.4 0.1 0.159
H -5.989 1.650 -0.615 -0.1 -0.1 -0.2 0.135
H -3.589 2.526 -0.786 -0.1 -0.4 0.2 0.129
H -4.712 5.803 -2.896 -0.5 0.0 -0.6 0.150
H -7.154 5.162 -2.872 -0.3 -0.1 0.3 0.138
H -2.690 5.582 -2.122 0.0 0.1 -0.3 0.103
H -2.214 4.075 -2.928 -0.4 -0.4 0.2 0.117
H -2.155 4.289 -1.134 -0.3 -0.6 -0.3 0.058
C 4.096 5.036 -6.970 -0.6 0.2 -0.4 0.047
N 3.493 5.056 -5.616 0.7 0.3 0.8 -0.090
C 4.357 5.288 -4.589 -2.5 -0.7 1.1 0.053
C 3.848 5.389 -3.256 1.7 -0.2 -1.6 0.052
C 2.497 5.238 -2.953 -0.8 0.1 -1.8 -0.113
C 1.660 4.941 -4.087 1.0 0.6 -0.2 0.065
C 2.165 4.865 -5.406 0.3 0.2 1.9 0.046
C 1.850 5.473 -1.625 0.9 -0.1 -0.2 -0.124
C 2.365 6.435 -0.749 -0.4 0.3 0.7 0.055
C 1.765 6.674 0.482 -0.4 -1.1 -0.5 0.056
N 0.690 5.907 0.862 -0.3 -0.3 -1.6 -0.080
C 0.150 4.991 0.013 1.3 0.1 -1.8 -0.003
C 0.727 4.740 -1.242 -0.1 0.6 0.9 0.044
C -0.043 6.042 2.107 0.2 0.7 0.8 0.026
H 3.352 5.415 -7.671 0.0 -0.4 -0.1 0.115
H 4.401 4.013 -7.188 0.1 0.2 -0.2 0.123
H 4.912 5.757 -7.029 0.1 -0.3 0.3 0.117
H 5.403 5.252 -4.852 0.1 0.4 0.2 0.155
H 4.675 5.526 -2.575 -0.4 0.2 0.7 0.132
H 0.597 4.933 -3.899 -0.1 -0.3 -0.4 0.114
H 1.564 4.646 -6.276 -0.1 0.1 0.0 0.153
H 3.202 7.066 -1.009 0.1 0.0 -0.1 0.140
H 2.143 7.441 1.143 -0.2 -0.1 0.3 0.159
H -0.748 4.474 0.320 0.2 0.0 0.2 0.104
H 0.354 4.005 -1.939 -0.5 -0.4 0.4 0.105
H -0.734 6.884 2.072 0.2 0.1 0.0 0.124
H 0.703 6.193 2.887 -0.4 -0.1 0.3 0.121
H -0.640 5.141 2.249 0.3 0.1 0.3 0.079
```
Positions in Å, forces in eV/Å.

As for the frontier orbital gap: 1.47 eV. The calculation puts the total energy at -3046.391795 Eh. The spin multiplicity is 1. As for the energy relative to the best compared isomer or geometry (same formula, charge and spin): 1.3654 eV. The HOMO energy is -14.247 eV. The calculation puts the strongest force on any atom at 7.6 eV/Å. The charge is +6.